13
Properties=species:S:1:pos:R:3:mulliken_charge:R:1 method="wB97M-V/def2-TZVPD" e_homo_ev="-8.30 / -8.29" spin_multiplicity=1 homo_lumo_gap_ev="8.147 / 8.319" total_charge=0
H 0.409 1.322 -0.935 0.45
Br 3.570 0.442 -0.422 -0.16
F 1.793 -1.433 0.524 -0.23
H -0.263 -1.463 -0.558 0.28
H -1.112 -0.199 -1.714 0.26
H -2.065 -0.661 1.098 0.24
C 0.466 0.473 -0.330 0.48
C 1.741 -0.275 -0.287 -0.17
C -0.649 -0.429 -0.676 -0.78
H -2.165 0.909 -0.035 0.18
H 0.090 0.552 1.921 0.41
C -0.313 0.687 1.010 -0.88
C -1.503 0.077 0.403 -0.07

13
Properties=species:S:1:pos:R:3:mulliken_charge:R:1 method="wB97M-V/def2-TZVPD" smiles=C[C@H]1[C@H](Br)[C@H]1C#N e_homo_ev=-10.07 spin_multiplicity=1 homo_lumo_gap_ev=10.769 total_charge=0
C 1.159 -1.098 0.351 -1.14
C 0.500 1.984 -0.152 0.04
H -1.006 0.209 1.423 0.38
H 0.960 -0.827 1.408 0.31
C -0.050 -0.644 -0.456 -0.12
H -0.447 -1.370 -1.177 0.43
N 1.214 2.832 0.179 -0.43
H 1.085 -2.239 0.412 0.34
H 2.188 -0.791 -0.117 0.27
C -0.428 1.018 -0.657 -0.13
C -1.138 0.146 0.306 -0.22
Br -2.957 -0.438 0.019 -0.15
H -1.079 1.219 -1.539 0.42

Record-wise relative energy (zero: lowest compared OMol25 entry of this formula, charge and spin) values, in kcal/mol: 80.2; 11.1